Record 1
C15H43O7V | ωB97M-V/def2-TZVPD

Last column: Mulliken charge in e.
Atoms and positions in Å:
V: -4.956 -10.101 32.701  1.19
C: -5.054 -6.046 31.856  -1.30
C: -5.358 -7.170 30.892  2.01
C: -4.192 -7.248 29.816  -1.44
O: -5.700 -8.320 31.634  -0.45
H: -4.212 -6.312 32.496  0.40
H: -5.924 -5.804 32.466  0.13
H: -4.727 -5.076 31.480  0.16
H: -6.261 -6.860 30.365  -0.63
H: -3.221 -7.331 30.305  0.38
H: -4.242 -6.349 29.202  0.17
H: -4.163 -8.138 29.187  0.30
C: -5.456 -2.652 30.253  -0.58
C: -6.934 -2.404 29.894  0.11
O: -7.278 -1.064 30.369  -0.50
H: -5.136 -3.541 29.711  -0.22
H: -5.319 -2.768 31.329  0.37
H: -4.743 -1.850 30.060  0.42
H: -7.479 -3.236 30.341  0.01
H: -7.138 -2.381 28.824  0.22
H: -8.219 -1.021 30.550  0.32
C: -3.205 -11.770 29.535  -1.04
C: -4.573 -11.159 29.718  0.60
O: -5.225 -11.620 30.878  -0.51
H: -2.597 -11.537 30.410  0.28
H: -2.868 -11.134 28.717  0.26
H: -3.086 -12.849 29.440  0.37
H: -5.245 -11.316 28.874  0.39
H: -4.559 -10.071 29.658  -0.47
H: -5.808 -12.342 30.630  0.29
C: -1.359 -6.351 26.718  -0.68
C: -0.136 -7.107 27.033  -0.46
O: -0.402 -8.422 26.588  -0.52
H: -1.413 -6.004 25.686  0.36
H: -1.370 -5.392 27.235  0.32
H: -2.246 -6.889 27.053  0.12
H: -0.058 -7.155 28.119  0.26
H: 0.728 -6.614 26.587  0.32
H: -0.805 -8.950 27.281  0.27
C: -4.213 -3.798 26.783  -1.10
C: -5.495 -4.635 26.499  0.28
O: -6.035 -4.185 25.340  -0.19
H: -4.435 -2.735 26.688  0.41
H: -3.409 -4.046 26.090  0.35
H: -3.836 -3.939 27.796  0.30
H: -6.187 -4.563 27.339  0.11
H: -5.295 -5.700 26.389  0.31
H: -6.985 -4.321 25.345  0.42
C: -7.608 -8.231 27.156  -0.68
C: -8.240 -8.998 28.361  0.16
O: -8.833 -10.097 27.919  -0.52
H: -8.283 -8.122 26.308  0.38
H: -6.718 -8.704 26.740  0.33
H: -7.409 -7.205 27.464  -0.10
H: -9.032 -8.459 28.881  0.23
H: -7.526 -9.272 29.138  -0.17
H: -9.760 -9.923 28.095  0.39
C: -9.309 -5.793 30.583  -0.52
C: -8.994 -6.398 31.961  -0.10
O: -8.755 -7.782 31.691  -0.56
H: -10.201 -6.268 30.175  0.30
H: -8.496 -6.004 29.888  -0.15
H: -9.517 -4.726 30.494  0.38
H: -9.838 -6.319 32.645  0.37
H: -8.185 -5.899 32.494  0.00
H: -7.824 -7.928 31.507  0.12

Output
Multiplicity: 5
Orbital gap (alpha / beta): 6.339 / 2.441 eV
LUMO level (alpha / beta): -8.07 / -11.96 eV
Charge: +2
<S²>: 6.029

---

Record 2
C15H44O19P4S | ωB97M-V/def2-TZVPD

Last column: Mulliken charge in e.
Atoms and positions in Å:
O: 2.796 -1.592 -2.259  -0.34
S: 3.663 -2.716 -2.369  1.04
O: 3.267 -3.957 -3.041  -0.60
O: 5.187 -2.121 -2.829  -0.39
C: 5.606 -0.779 -2.551  -0.08
C: 4.942 0.253 -3.363  -0.81
C: 4.007 -3.137 -0.632  -0.88
H: 6.682 -0.649 -2.665  0.40
H: 5.563 -0.502 -1.498  0.07
H: 3.879 0.438 -3.205  -0.07
H: 4.929 -0.089 -4.398  0.39
H: 5.640 1.088 -3.301  0.40
H: 4.324 -2.227 -0.124  0.14
H: 4.786 -3.900 -0.633  0.39
H: 3.078 -3.529 -0.218  0.36
C: 3.876 -2.966 7.220  -0.73
O: 2.592 -2.462 7.023  -0.27
P: 1.951 -2.215 5.538  0.95
O: 2.701 -2.891 4.512  -0.54
O: 0.349 -2.537 5.692  -0.27
C: -0.557 -2.960 4.665  -0.49
O: 2.062 -0.548 5.565  0.02
C: 3.258 0.002 5.113  -0.55
H: 3.776 -3.975 7.619  0.33
H: 4.691 -2.455 7.733  0.37
H: 4.368 -3.102 6.257  0.36
H: -0.480 -2.283 3.814  0.20
H: -1.596 -3.079 4.971  0.29
H: -0.145 -3.854 4.197  0.31
H: 3.943 -0.516 5.785  0.33
H: 3.324 1.082 5.245  0.31
H: 3.600 -0.343 4.137  0.39
C: -3.977 2.902 -0.066  -0.58
O: -4.857 2.344 0.968  -0.30
P: -6.181 1.350 0.793  1.01
O: -6.000 0.053 0.188  -0.68
O: -7.301 2.183 0.061  -0.30
C: -8.235 1.616 -0.902  -0.68
O: -6.843 1.318 2.313  -0.38
C: -8.095 0.638 2.554  -0.63
H: -3.575 3.891 0.152  0.32
H: -4.521 3.102 -0.989  0.30
H: -3.217 2.177 -0.356  0.23
H: -9.173 1.470 -0.368  0.28
H: -7.982 0.607 -1.226  0.34
H: -8.363 2.245 -1.783  0.27
H: -8.215 0.010 3.437  0.29
H: -8.158 -0.101 1.755  0.30
H: -8.897 1.372 2.468  0.25
C: -2.118 2.675 -6.141  -0.64
O: -1.637 1.353 -6.213  -0.36
P: -1.194 0.418 -4.927  0.97
O: -1.759 0.896 -3.653  -0.50
O: 0.390 0.406 -5.012  -0.21
C: 1.135 1.640 -4.791  -0.49
O: -1.512 -1.080 -5.464  -0.39
C: -0.794 -2.183 -5.102  -0.38
H: -1.513 3.361 -6.734  0.26
H: -2.205 3.058 -5.124  0.28
H: -3.116 2.675 -6.579  0.27
H: 1.961 1.524 -4.090  0.00
H: 0.442 2.396 -4.420  0.30
H: 1.408 2.087 -5.747  0.30
H: -1.528 -2.823 -4.612  0.29
H: 0.025 -1.975 -4.413  0.05
H: -0.263 -2.660 -5.926  0.26
C: -0.597 0.250 -0.340  -0.37
O: 0.650 0.880 -0.501  -0.12
P: 1.139 1.915 0.678  0.55
O: 0.314 3.142 0.728  -0.74
O: 2.698 2.128 0.404  -0.37
C: 3.651 1.066 0.483  -0.25
O: 1.132 1.008 2.069  0.08
C: 0.633 1.515 3.283  -0.90
H: -1.270 0.844 -0.959  -0.01
H: -0.829 0.218 0.724  0.28
H: -0.644 -0.730 -0.814  0.29
H: 4.632 1.344 0.867  0.43
H: 3.837 0.745 -0.542  -0.08
H: 3.354 0.148 0.990  0.17
H: 0.070 0.813 3.899  0.25
H: -0.243 2.137 3.097  0.35
H: 1.281 2.152 3.886  0.38

Output
Multiplicity: 2
Orbital gap (alpha / beta): 8.797 / 1.634 eV
LUMO level (alpha / beta): -2.95 / -10.11 eV
Charge: +1
<S²>: 0.757

---

Record 3
C15H44O7 | ωB97M-V/def2-TZVPD

Last column: Mulliken charge in e.
Atoms and positions in Å:
C: 21.386 20.272 -29.909  -1.31
C: 21.545 18.946 -30.635  0.74
C: 21.172 19.042 -32.106  -1.41
O: 22.906 18.472 -30.545  -0.59
H: 21.687 20.182 -28.865  0.28
H: 20.324 20.526 -29.913  0.38
H: 22.002 21.063 -30.337  0.36
H: 20.941 18.195 -30.126  0.14
H: 21.807 19.767 -32.616  0.36
H: 20.121 19.316 -32.238  0.39
H: 21.271 18.067 -32.584  0.34
H: 23.470 19.108 -30.999  0.32
C: 21.249 16.956 -20.832  -1.20
C: 21.835 15.660 -21.376  0.63
C: 23.324 15.674 -21.664  -0.69
O: 21.526 14.620 -20.422  -0.61
H: 21.311 17.723 -21.607  0.30
H: 21.801 17.337 -19.972  0.38
H: 20.212 16.729 -20.591  0.23
H: 21.218 15.379 -22.240  0.08
H: 23.846 16.162 -20.842  0.38
H: 23.536 16.156 -22.621  -0.07
H: 23.626 14.637 -21.805  0.26
H: 21.565 13.763 -20.851  0.33
C: 17.607 17.796 -22.790  -0.92
C: 16.858 19.115 -22.674  0.50
C: 17.773 20.294 -22.360  -1.11
O: 16.178 19.332 -23.914  -0.55
H: 18.193 17.734 -23.712  0.05
H: 16.936 16.937 -22.843  0.37
H: 18.290 17.603 -21.962  0.20
H: 16.132 18.975 -21.861  0.23
H: 17.168 21.199 -22.346  0.33
H: 18.496 20.363 -23.178  0.24
H: 18.357 20.131 -21.455  0.33
H: 15.481 19.972 -23.727  0.33
C: 20.791 18.048 -25.553  -1.39
C: 21.766 17.141 -26.293  1.68
C: 23.212 17.401 -25.914  -1.50
O: 21.493 15.760 -26.180  -0.37
H: 19.780 17.830 -25.913  0.37
H: 21.012 19.100 -25.728  0.47
H: 20.752 17.877 -24.475  0.04
H: 21.715 17.405 -27.357  -0.36
H: 23.882 16.706 -26.424  0.36
H: 23.427 17.268 -24.847  0.17
H: 23.484 18.430 -26.143  0.44
H: 20.704 15.498 -26.682  0.19
C: 24.251 14.032 -24.892  -0.68
O: 22.903 14.072 -24.458  -0.55
H: 24.314 13.831 -25.963  0.28
H: 24.769 14.937 -24.562  0.28
H: 24.745 13.202 -24.383  0.27
H: 22.424 14.729 -25.004  0.34
C: 18.970 14.077 -28.998  -0.76
O: 19.338 14.495 -27.700  -0.42
H: 19.031 14.859 -29.767  0.27
H: 19.617 13.274 -29.346  0.28
H: 17.933 13.730 -29.038  0.31
H: 18.555 14.827 -27.253  0.25
C: 22.323 15.120 -29.723  -0.04
O: 23.014 15.681 -30.832  -0.60
H: 22.628 15.653 -28.820  -0.08
H: 21.248 15.263 -29.862  0.01
H: 22.498 14.055 -29.593  0.37
H: 22.963 16.655 -30.744  0.36

Output
ΔE to the lowest compared entry with this formula, charge and spin: 46.4 kcal/mol
Multiplicity: 1
Orbital gap: 10.006 eV
LUMO level: 0.37 eV
SMILES string: CC(C)O.CC(C)O.CC(C)O.CC(C)O.CO.CO.CO

---

Among the records above, which one has the highest multiplicity?
C15H43O7V